The following is a quantum chemistry calculation of a structure of composition H14O15SV2 at a distorted geometry, from the OMol25 dataset.

Properties
- LUMO (eV) = -2.966
- spin multiplicity = 1
- frontier orbital gap (Eh) = 0.228
- energy relative to the best compared isomer or geometry (same formula, charge and spin) (eV) = 0.000
- F_max (eV Å⁻¹) = 6.381

```
32
Properties=species:S:1:pos:R:3:mulliken_charge:R:1
O 0.055 -0.270 0.944 -0.3808
V -0.085 -0.532 -0.644 1.2128
O -1.517 0.020 -0.983 -0.4720
O -1.277 1.158 -3.841 -0.5465
V -1.064 2.729 -4.075 1.7290
O -2.406 3.446 -3.493 -0.5373
S 1.159 2.733 -1.389 1.0280
O 0.819 1.343 -0.941 -0.4184
O 0.239 3.076 -2.547 -0.6271
O 0.905 3.675 -0.294 -0.6374
O 2.523 2.756 -1.860 -0.6401
O 2.945 -0.114 2.035 -0.6341
H 3.730 0.417 2.206 0.2905
H 2.298 0.511 1.675 0.3406
O -4.267 -0.511 0.661 -0.6024
H -3.715 -1.185 1.073 0.3161
H -3.826 0.319 0.864 0.2896
O -1.078 -2.494 -0.334 -0.4885
H -0.611 -3.338 -0.312 0.2576
H -1.820 -2.631 -0.942 0.3338
O -2.574 -0.944 3.057 -0.6380
H -1.862 -1.412 3.505 0.3009
H -2.143 -0.181 2.655 0.3083
O 1.132 -0.424 -2.757 -0.5587
H 0.950 -0.409 -3.700 0.2631
H 1.461 0.468 -2.542 0.3809
O 0.986 -0.345 4.332 -0.6220
H 1.770 -0.574 4.839 0.2843
H 1.220 -0.557 3.421 0.3310
O 1.704 -2.098 -0.389 -0.3805
H 2.593 -1.719 -0.345 0.2846
H 1.756 -2.913 0.120 0.2327
```